Computed, not measured: a cluster of 3 separate species, C2H9NO3 in total at a distorted geometry, with ωB97M-V/def2-TZVPD.

Properties
Net charge   0
Highest occupied orbital energy   -9.781 eV
E   -362.065830 a.u.
SMILES   CC(N)=O.O.O
Energy above the lowest of the compared OMol25 structures with the same formula, charge and spin   128.7 kJ/mol

Atoms and positions in Å:
C -2.71393 -1.27067 -2.20835
C -1.68754 -0.59741 -1.30970
N -1.28027 0.69649 -1.47580
O -1.32776 -1.23585 -0.35459
H -2.60724 -2.43511 -2.16360
H -2.74964 -0.83832 -3.21034
H -3.67017 -1.06550 -1.67105
H -0.82424 1.21806 -0.67956
H -1.63283 1.28472 -2.16100
O 2.84519 2.32428 2.17345
H 2.74394 1.39330 2.63406
H 3.26967 1.99385 1.32149
O 2.83348 -0.29825 2.33157
H 2.38595 -0.85766 1.76239
H 3.64790 -0.68176 2.40309